The following is a DFT calculation (ωB97M-V/def2-TZVPD) of a 29-piece molecular cluster, H58O29 overall at a distorted geometry.

Properties
Orbital gap = 9.0 eV
Energy above the lowest of the compared OMol25 structures with the same formula, charge and spin = 400.05 kJ/mol
Strongest force on any atom = 1.16 eV/Å
Total charge = 0
HOMO = -9.897 eV

XYZ file:
```
87
H58O29, DFT ωB97M-V/def2-TZVPD
O -4.06358 -18.13819 -3.71699
H -4.83083 -18.47394 -4.18049
H -3.59459 -17.62136 -4.37210
O -0.57875 -18.13570 -4.70573
H 0.29634 -17.78431 -4.87000
H -1.15379 -17.37104 -4.73505
O -4.14907 -19.87074 -6.49087
H -4.86228 -19.47607 -5.98908
H -3.69476 -19.12745 -6.88756
O -8.21963 -14.69335 -10.73113
H -8.02471 -13.78668 -10.96820
H -8.21114 -14.69825 -9.77397
O -7.21530 -16.58792 -1.37362
H -7.20249 -16.17485 -0.51023
H -6.31273 -16.52075 -1.68520
O -11.25639 -16.03129 -3.28768
H -11.03931 -15.56764 -4.09645
H -10.64041 -16.76336 -3.25799
O -2.15143 -15.84945 -4.08123
H -1.88418 -15.86976 -3.16232
H -2.66891 -15.04835 -4.16301
O -4.53659 -13.71296 -8.55836
H -4.64291 -12.97553 -9.15930
H -4.73331 -14.48509 -9.08880
O -6.17428 -13.51053 -4.13770
H -6.97119 -12.98263 -4.18789
H -5.74832 -13.22579 -3.32918
O -2.76784 -13.32815 -5.12269
H -1.84394 -13.14600 -4.95103
H -3.23140 -12.56683 -4.77380
O -6.05951 -17.91060 -5.68490
H -5.91457 -17.03446 -6.04212
H -6.99185 -17.93057 -5.46912
O -2.24985 -14.60868 -7.41789
H -2.95036 -14.62187 -8.07008
H -2.62058 -14.12891 -6.67720
O -1.64836 -18.45545 -7.34466
H -2.10097 -17.69402 -7.70741
H -1.59602 -18.27856 -6.40541
O -4.11006 -17.11865 -8.32356
H -4.16458 -17.49444 -9.20222
H -4.76635 -16.42187 -8.31940
O -8.82374 -18.21908 -5.60313
H -8.92093 -19.02896 -6.10403
H -9.41343 -17.59921 -6.03237
O -2.40226 -22.09253 -6.22475
H -1.62796 -21.82141 -5.73162
H -2.91048 -21.28884 -6.33446
O -10.05622 -16.05944 -6.47104
H -10.42825 -15.79735 -7.31314
H -9.23458 -15.57225 -6.40960
O -10.07221 -18.39726 -3.17028
H -9.62350 -18.11653 -3.96783
H -9.96611 -19.34848 -3.15738
O -9.00136 -21.71456 -5.18721
H -9.24826 -21.13215 -5.90560
H -9.26790 -21.24619 -4.39612
O -5.30216 -15.60558 -10.34673
H -4.59584 -16.07743 -10.78798
H -5.95507 -15.45654 -11.03064
O -5.41468 -15.01759 -6.44076
H -5.54637 -14.60838 -5.58552
H -4.98078 -14.34422 -6.96473
O -6.78007 -18.61467 -8.92568
H -7.48445 -19.22300 -8.70208
H -5.99941 -19.16476 -8.99040
O -8.38983 -14.09950 -2.13242
H -8.14762 -14.96025 -2.47397
H -8.43633 -13.53851 -2.90661
O -9.90654 -20.02160 -7.18402
H -9.93067 -20.29359 -8.10145
H -10.78049 -19.66966 -7.01498
O -3.67854 -18.82743 -0.95215
H -4.50562 -18.89084 -0.47452
H -3.93350 -18.82870 -1.87478
O -6.65920 -19.11803 -0.33025
H -7.20436 -18.37416 -0.58655
H -7.26404 -19.72136 0.10149
O -4.41100 -20.54987 -9.07984
H -4.23946 -20.60733 -8.13990
H -3.58257 -20.25420 -9.45735
O -7.35103 -15.74104 -8.23897
H -6.59480 -15.38242 -7.77450
H -7.02750 -16.54975 -8.63589
O -9.82607 -17.52015 -9.69400
H -10.25900 -16.66913 -9.62631
H -9.31039 -17.59163 -8.89076
```

The following is a DFT calculation (ωB97M-V/def2-TZVPD) of one molecule with the formula H5ISi2 at a distorted geometry.

Properties
SMILES = [SiH3][SiH2]I
Orbital gap = 9.3 eV
Energy above the lowest of the compared OMol25 structures with the same formula, charge and spin = 84.25 kJ/mol
Strongest force on any atom = 2.49 eV/Å
Total charge = 0
HOMO = -9.600 eV

XYZ file:
```
8
H5ISi2, DFT ωB97M-V/def2-TZVPD
Si 0.44468 -0.37855 0.73465
Si -1.26394 0.14252 -0.83585
I -3.41068 -0.30122 0.55117
H 0.03920 0.11822 2.10582
H 1.05804 -1.82811 0.72054
H 1.69830 0.39225 0.90848
H -1.47934 -0.74674 -2.01681
H -1.59380 1.61390 -1.54488
```

The following is a DFT calculation (ωB97M-V/def2-TZVPD) of one molecule with the formula H5N2O2P at a distorted geometry.

Properties
SMILES = NNP(O)O
Orbital gap = 10.1 eV
Energy above the lowest of the compared OMol25 structures with the same formula, charge and spin = 223.20 kJ/mol
Strongest force on any atom = 4.92 eV/Å
Total charge = 0
HOMO = -9.466 eV

XYZ file:
```
10
H5N2O2P, DFT ωB97M-V/def2-TZVPD
N -1.29611 0.18363 0.08375
N -0.34689 -0.60116 -1.04331
P 1.28935 -0.09354 -0.62961
O 1.41336 -0.92153 0.80733
O 1.04937 1.49109 -0.05039
H -1.98752 0.64811 -0.39496
H -1.59633 -0.57739 0.66680
H -0.62193 -0.18646 -1.96232
H 0.93561 -1.70737 0.71644
H 0.23444 1.48940 0.49589
```